A 3-piece molecular cluster, CH8NO2 overall, computed with ωB97M-V/def2-TZVPD.

Frontier orbital gap (eV): 9.770
Net charge: +1
Electronic energy (eV): -6744.05510
Lowest unoccupied orbital energy (eV): -5.5

Geometry as XYZ:
```
12
Properties=species:S:1:pos:R:3:forces:R:3
C -0.091 -1.162 -0.132 0.7 -0.5 -0.8
N 0.558 -0.267 0.512 -1.3 1.7 0.0
H 0.034 -2.220 0.101 -0.8 0.2 0.8
H -0.627 -0.897 -1.044 0.6 0.0 -0.4
H 0.615 0.653 0.065 -0.4 -0.2 -0.2
H 0.478 -0.011 1.539 1.2 -1.0 0.3
H 0.351 0.276 -3.594 0.0 0.0 -0.2
H -1.130 0.533 -3.847 -0.2 0.1 -0.2
O -0.529 0.052 -3.278 0.2 -0.2 0.5
H 0.141 1.789 3.184 0.0 0.7 -0.1
H -0.110 0.361 3.582 -0.2 -0.4 0.5
O 0.309 0.892 2.911 0.1 -0.5 -0.4
```
Forces are in eV/Å.

C44H47N2O3P2RuSSb2 as an isolated structure, computed with ωB97M-V/def2-TZVPD.

Frontier orbital gap (alpha / beta) (eV): 7.066 / 5.101
Net charge: +3
Electronic energy (eV): -100557.72542
⟨S²⟩: 6.04
2S+1: 5
Lowest unoccupied orbital energy (alpha / beta) (eV): -8.6 / -11.0

Geometry as XYZ:
```
102
Properties=species:S:1:pos:R:3:forces:R:3
Ru 0.007 -0.098 0.049 0.9 -0.4 -1.3
C 2.860 -0.321 3.139 -0.3 0.0 0.1
Sb 2.569 0.174 1.119 -1.6 0.1 0.1
C 4.158 -0.545 0.000 0.6 0.1 -0.5
C 2.910 2.398 1.382 0.6 0.3 -0.1
C 3.751 2.919 0.346 -0.2 -0.2 0.2
C 5.167 2.817 0.510 0.5 0.3 -0.2
C 6.029 3.216 -0.487 -1.1 -0.2 0.7
C 5.438 3.710 -1.685 1.7 0.4 0.0
C 4.089 3.892 -1.822 -0.7 0.0 -0.3
C 3.175 3.520 -0.838 0.7 0.0 -0.5
C 1.733 3.764 -1.025 0.0 0.2 0.2
Sb 0.606 2.093 -1.890 -0.4 -0.3 0.5
C 1.820 1.848 -3.571 0.5 -0.1 -0.2
C -0.922 3.246 -2.837 -0.3 -0.6 -0.1
H 2.624 -1.375 3.215 0.2 -0.3 0.1
H 2.134 0.211 3.755 0.0 0.1 -0.1
H 3.863 -0.089 3.484 0.1 -0.1 0.0
H 4.828 0.254 -0.324 -0.1 -0.1 0.1
H 3.794 -1.074 -0.876 -0.1 0.1 -0.1
H 4.706 -1.248 0.606 0.2 -0.2 0.3
H 3.414 2.409 2.341 0.1 -0.2 0.3
H 1.931 2.831 1.447 -0.5 0.0 0.0
H 5.540 2.485 1.483 -0.1 0.0 -0.4
H 7.103 3.215 -0.342 -0.1 -0.1 -0.1
H 6.144 4.060 -2.454 -0.6 -0.2 0.2
H 3.740 4.370 -2.722 -0.2 0.1 -0.2
H 1.546 4.560 -1.757 0.2 -0.2 0.1
H 1.271 4.057 -0.086 -0.3 -0.1 0.0
H 1.895 2.816 -4.051 -0.1 0.3 -0.1
H 1.361 1.139 -4.252 0.0 -0.1 0.0
H 2.825 1.514 -3.312 -0.2 -0.2 0.0
H -0.435 3.944 -3.509 0.0 0.1 -0.1
H -1.524 3.770 -2.104 0.0 0.1 0.1
H -1.575 2.574 -3.422 0.4 0.3 0.2
C -4.173 -0.203 1.757 0.8 0.9 -0.5
N -2.840 -0.008 1.090 -0.3 0.2 0.6
P -2.357 -0.604 -0.415 -0.1 0.3 0.2
C -2.207 -2.377 -0.396 0.4 -0.6 -1.0
C -1.934 -3.150 0.749 -0.3 0.5 -0.6
C -1.646 -4.492 0.618 0.1 -0.4 0.3
C -1.605 -5.080 -0.636 0.0 -0.5 -0.2
C -1.823 -4.326 -1.779 -0.3 0.1 -0.2
C -2.123 -2.973 -1.685 -0.1 -0.3 0.8
C -3.680 -0.165 -1.562 -0.1 -0.4 0.3
C -4.728 -1.084 -1.770 0.3 0.5 -0.4
C -5.838 -0.674 -2.498 -0.4 -0.5 0.1
C -5.931 0.624 -2.981 0.3 0.1 0.0
C -4.899 1.536 -2.755 -0.2 -0.2 0.1
C -3.787 1.139 -2.035 0.3 0.2 0.2
P -1.393 0.382 1.878 -0.4 -0.8 0.2
C -1.132 2.132 2.071 0.2 1.0 0.1
C -0.235 2.539 3.093 -0.4 -0.4 -0.5
C 0.138 3.857 3.193 -0.6 0.2 -0.7
C -0.374 4.792 2.280 0.4 -0.2 0.7
C -1.239 4.423 1.279 -0.5 -0.9 -0.3
C -1.633 3.084 1.161 0.0 -0.5 0.2
C -1.542 -0.309 3.526 -0.3 0.3 0.3
C -2.347 0.409 4.425 0.1 0.5 0.0
C -2.740 -0.152 5.633 0.2 -0.3 -0.6
C -2.396 -1.470 5.906 0.2 -0.5 0.8
C -1.576 -2.194 5.041 -0.3 0.8 -0.3
C -1.141 -1.597 3.863 0.1 -0.4 -0.1
H -4.949 -0.194 1.006 -0.1 -0.1 -0.3
H -4.372 0.620 2.445 0.1 -0.1 -0.1
H -4.162 -1.126 2.290 -0.1 -0.7 0.4
H -2.027 -2.714 1.726 0.0 0.1 0.3
H -1.457 -5.100 1.496 -0.1 0.1 0.0
H -1.450 -6.159 -0.749 0.1 0.5 0.2
H -1.819 -4.829 -2.739 0.0 0.2 0.0
H -2.337 -2.406 -2.580 0.1 0.1 0.0
H -4.667 -2.102 -1.415 0.0 0.0 0.1
H -6.654 -1.391 -2.677 0.5 0.5 0.1
H -6.810 0.910 -3.537 0.0 0.1 -0.1
H -4.963 2.549 -3.122 -0.1 0.1 -0.1
H -3.000 1.856 -1.802 -0.1 -0.1 -0.1
H 0.130 1.818 3.816 0.0 0.0 0.0
H 0.771 4.172 3.992 0.4 0.2 0.4
H -0.125 5.823 2.416 0.2 0.5 -0.1
H -1.654 5.145 0.601 -0.1 0.3 -0.1
H -2.377 2.765 0.410 0.5 0.2 0.3
H -2.649 1.435 4.191 0.1 -0.3 0.1
H -3.328 0.423 6.322 -0.2 0.1 0.2
H -2.709 -1.932 6.857 0.1 0.3 -0.6
H -1.286 -3.200 5.257 0.1 -0.4 0.2
H -0.498 -2.149 3.190 0.1 -0.1 0.0
O 1.877 -2.486 0.731 0.2 -0.5 0.6
C 1.666 -2.602 -0.474 -0.1 0.6 -0.2
N 1.174 -1.501 -1.131 -0.1 -0.3 -0.5
S 1.214 -1.748 -2.798 -0.4 0.6 0.1
O -0.099 -1.381 -3.256 0.1 0.0 -0.3
O 2.353 -1.112 -3.411 -0.4 -0.1 0.5
C 1.585 -3.459 -2.687 -0.2 0.2 -0.3
C 1.768 -4.335 -3.724 0.1 -0.4 -0.5
C 2.377 -5.564 -3.467 -0.3 0.2 0.5
C 2.752 -5.884 -2.159 -0.4 0.4 -0.1
C 2.492 -4.993 -1.104 0.2 -0.6 -0.4
C 1.917 -3.768 -1.392 0.2 0.3 1.1
H 1.445 -4.097 -4.721 0.0 0.2 -0.3
H 2.523 -6.269 -4.279 0.1 0.1 0.1
H 3.202 -6.848 -1.975 0.1 0.0 0.2
H 2.750 -5.283 -0.103 0.1 0.1 0.3
```
Forces are in eV/Å.

A 10-piece molecular cluster, C29H32F10NO27S overall, computed with ωB97M-V/def2-TZVPD.

Frontier orbital gap (eV): 4.317
Net charge: -1
Electronic energy (eV): -125375.96233
Lowest unoccupied orbital energy (eV): 1.2

Geometry as XYZ:
```
100
Properties=species:S:1:pos:R:3:forces:R:3
C -4.217 5.993 -3.116 -0.5 -0.6 0.6
C -4.060 7.326 -2.484 0.1 -0.3 -0.5
F -4.078 7.079 -0.989 -0.4 -0.2 0.6
N -2.927 7.918 -2.850 1.3 0.7 -0.5
S -3.027 9.575 -2.702 0.2 0.7 -0.2
H -4.706 6.092 -4.055 -0.3 0.2 -1.0
H -4.860 5.404 -2.500 -0.6 -0.7 0.5
H -3.305 5.467 -3.253 1.0 -0.2 -0.1
H -4.948 7.914 -2.669 -0.8 0.4 0.5
H -2.789 9.845 -1.394 0.0 -0.1 0.1
C -3.114 4.395 0.373 0.0 0.3 -0.1
C -2.591 3.923 1.707 -0.2 -0.2 -0.2
O -2.398 2.527 1.481 0.3 0.1 0.2
C -2.155 2.366 0.148 0.0 -0.2 0.0
O -1.716 1.354 -0.310 0.0 -0.2 -0.1
O -2.464 3.457 -0.532 -0.1 0.4 0.1
F -3.483 4.075 2.715 -0.1 -0.1 0.1
H -4.194 4.263 0.287 0.3 0.1 0.1
H -2.854 5.425 0.142 0.1 -0.1 -0.4
H -1.643 4.366 2.012 0.0 0.0 0.1
C -0.191 1.737 -4.860 -0.1 0.0 0.0
C 0.479 1.827 -3.504 0.2 0.4 -0.2
O 0.544 3.226 -3.294 -0.3 -0.1 0.1
C -0.503 3.808 -3.976 0.1 -0.2 -0.1
O -0.897 4.906 -3.832 0.2 -0.1 0.0
O -1.022 2.900 -4.856 0.1 -0.2 0.0
F 1.741 1.308 -3.503 -0.2 0.2 -0.2
H 0.538 1.802 -5.669 0.1 0.0 0.1
H -0.788 0.839 -4.984 -0.2 0.1 0.0
H -0.083 1.366 -2.701 -0.1 -0.2 0.3
C 3.883 -1.355 -4.758 0.1 0.0 0.1
C 2.515 -1.657 -5.321 0.2 -0.1 -0.2
O 2.775 -2.800 -6.138 -0.2 -0.1 0.2
C 3.842 -3.451 -5.610 -0.1 0.1 0.0
O 4.161 -4.562 -5.892 0.0 0.0 0.0
O 4.476 -2.674 -4.720 0.0 0.3 0.1
F 2.030 -0.661 -6.098 0.0 0.0 -0.1
H 4.459 -0.722 -5.433 -0.1 0.0 -0.1
H 3.834 -0.920 -3.765 0.2 -0.2 -0.1
H 1.769 -1.915 -4.571 -0.1 0.1 0.0
C -2.693 0.215 3.891 -0.2 -0.1 -0.1
C -2.214 -1.211 3.700 0.1 0.3 0.2
O -2.161 -1.688 5.036 -0.2 -0.2 0.0
C -3.086 -0.995 5.767 0.2 0.2 -0.3
O -3.470 -1.309 6.840 0.0 -0.1 0.2
O -3.495 0.095 5.080 0.1 -0.1 -0.1
F -0.977 -1.275 3.155 0.1 0.0 0.1
H -1.863 0.894 4.077 0.1 -0.1 0.0
H -3.278 0.591 3.059 -0.2 0.0 0.1
H -2.885 -1.844 3.120 0.0 0.0 -0.1
C 3.552 -0.989 1.135 0.1 0.0 -0.2
C 3.405 -2.452 0.760 -0.3 0.3 0.0
O 2.660 -2.372 -0.448 0.3 -0.2 -0.1
C 2.941 -1.178 -1.031 -0.2 0.0 0.2
O 2.672 -0.907 -2.156 -0.1 -0.1 0.1
O 3.554 -0.360 -0.164 0.1 -0.1 0.3
F 2.700 -3.160 1.668 -0.1 0.0 0.0
H 2.696 -0.636 1.707 -0.1 -0.1 0.0
H 4.459 -0.765 1.680 0.1 0.1 -0.1
H 4.345 -2.970 0.568 0.0 -0.1 0.0
C 2.312 -1.699 6.393 0.1 0.0 0.0
C 3.055 -2.858 5.760 -0.2 0.2 -0.2
O 3.531 -2.273 4.551 0.3 -0.1 0.2
C 3.684 -0.938 4.763 -0.2 -0.1 0.1
O 4.290 -0.210 4.048 0.0 0.1 -0.1
O 3.054 -0.567 5.895 -0.1 -0.2 0.1
F 2.247 -3.896 5.468 0.0 0.0 -0.1
H 1.284 -1.645 6.036 0.0 -0.1 -0.1
H 2.315 -1.723 7.473 0.2 0.2 0.0
H 3.903 -3.225 6.338 0.0 -0.1 0.0
C 0.796 -0.383 10.324 0.1 0.1 -0.1
C 1.080 -0.951 11.703 -0.2 -0.1 -0.3
O 1.248 -2.333 11.427 0.3 0.1 0.0
C 1.701 -2.456 10.150 -0.2 0.2 0.1
O 2.183 -3.427 9.679 0.0 -0.2 -0.1
O 1.535 -1.285 9.481 -0.2 0.2 0.4
F 0.043 -0.783 12.552 0.0 -0.1 0.0
H -0.263 -0.439 10.078 -0.1 -0.1 0.1
H 1.142 0.637 10.195 0.2 0.0 -0.1
H 1.985 -0.569 12.175 0.0 0.0 0.1
C 4.865 -6.044 -8.455 0.1 -0.1 -0.2
C 4.747 -7.508 -8.832 -0.2 0.2 0.0
O 3.963 -7.453 -10.012 0.3 0.0 -0.1
C 4.193 -6.245 -10.613 0.0 -0.1 0.3
O 3.901 -5.981 -11.728 -0.1 0.0 -0.1
O 4.813 -5.411 -9.751 0.1 -0.1 0.2
F 4.095 -8.237 -7.895 -0.1 0.0 0.0
H 4.026 -5.714 -7.852 -0.1 -0.1 0.1
H 5.788 -5.801 -7.941 0.1 0.1 -0.1
H 5.693 -8.001 -9.059 0.0 -0.1 0.1
C -5.636 0.208 -1.388 -0.1 0.1 0.0
C -6.940 0.212 -0.610 0.3 0.1 0.1
O -6.817 1.385 0.171 -0.2 0.1 -0.2
C -6.010 2.258 -0.511 0.2 -0.2 -0.1
O -5.890 3.408 -0.272 -0.4 -0.1 0.1
O -5.361 1.607 -1.502 0.0 -0.2 0.0
F -7.058 -0.864 0.207 0.0 0.0 0.1
H -4.840 -0.277 -0.823 0.0 0.0 0.1
H -5.715 -0.251 -2.368 0.0 0.2 -0.1
H -7.837 0.285 -1.225 -0.1 -0.1 0.0
```
Forces are in eV/Å.